{
  "formula": "C36H55N2O22PS",
  "method": "ωB97M-V/def2-TZVPD",
  "species": ["N", "C", "O", "C", "C", "C", "C", "C", "N", "C", "O", "C", "P", "O", "O", "O", "S", "O", "O", "O", "H", "H", "H", "H", "H", "H", "H", "H", "H", "H", "H", "H", "H", "O", "C", "C", "C", "C", "O", "H", "H", "H", "H", "H", "H", "O", "C", "C", "C", "C", "O", "H", "H", "H", "H", "H", "H", "O", "C", "C", "C", "C", "O", "H", "H", "H", "H", "H", "H", "O", "C", "C", "C", "C", "O", "H", "H", "H", "H", "H", "H", "O", "C", "C", "C", "C", "O", "H", "H", "H", "H", "H", "H", "O", "C", "C", "C", "C", "O", "H", "H", "H", "H", "H", "H", "O", "C", "C", "C", "C", "O", "H", "H", "H", "H", "H", "H"],
  "xyz": [[-3.4177, -0.2053, 3.6621], [-3.9158, -0.6730, 2.3732], [-4.4139, -1.7922, 2.3431], [-3.8511, 0.1404, 1.0314], [-2.9345, 1.4404, 1.1106], [-1.4056, 1.0557, 0.9478], [-0.6549, 1.2103, 2.3342], [0.5841, 0.1998, 2.3131], [1.0989, -0.1676, 3.6539], [1.1417, 0.7914, 4.4424], [0.9034, 1.6494, 5.1889], [1.7036, 0.9246, 1.3892], [3.2683, -0.0780, 1.1871], [4.3835, 0.7199, 1.7956], [3.6691, -0.4340, -0.3933], [3.2267, -1.5315, 2.0437], [0.8917, 1.4243, -0.1842], [0.9744, 0.4249, -1.2560], [1.6088, 2.6222, -0.6463], [-0.6986, 1.8884, -0.0176], [-4.0898, -0.4781, 4.3898], [-2.5352, -0.6902, 3.8791], [-3.4306, -0.5534, 0.2527], [-4.9004, 0.4406, 0.7389], [-3.0778, 1.9812, 2.0853], [-3.2172, 2.0732, 0.2144], [-1.3730, -0.0115, 0.5699], [-1.3080, 1.1130, 3.2393], [-0.1932, 2.2486, 2.3444], [0.2178, -0.7331, 1.7877], [1.9737, 1.8711, 1.9603], [3.8485, -1.3974, -0.4190], [3.7689, -2.1849, 1.5602], [-4.9354, -2.3306, 6.1070], [-4.7717, -3.4835, 5.8080], [-4.1009, -3.9858, 4.5567], [-4.5282, -5.4417, 4.5281], [-4.7044, -5.7568, 5.9981], [-5.1409, -4.5283, 6.5972], [-3.0187, -3.8818, 4.6659], [-4.4530, -3.4457, 3.6796], [-3.8155, -6.0994, 4.0290], [-5.4883, -5.5320, 4.0116], [-3.7680, -6.0626, 6.4731], [-5.4536, -6.5314, 6.1647], [5.0411, 2.8504, -6.7084], [4.7671, 2.6831, -5.5511], [3.4957, 3.1219, -4.8670], [3.8681, 3.0109, -3.3998], [4.8970, 1.9021, -3.4086], [5.5665, 2.0188, -4.6755], [2.6913, 2.4339, -5.1363], [3.2358, 4.1426, -5.1414], [3.0206, 2.8054, -2.7450], [4.3316, 3.9444, -3.0679], [4.4404, 0.9108, -3.3457], [5.6209, 2.0082, -2.6007], [2.6938, 3.5954, 2.1038], [3.7102, 4.2275, 2.2112], [5.0037, 3.9472, 1.4923], [5.9956, 4.7746, 2.2891], [5.1329, 5.9082, 2.8008], [3.8292, 5.3363, 2.9824], [4.9187, 4.2939, 0.4597], [5.2456, 2.8858, 1.5223], [6.8530, 5.1144, 1.7075], [6.3718, 4.1859, 3.1302], [5.0559, 6.7295, 2.0830], [5.4948, 6.3028, 3.7502], [-4.1369, 2.0385, -2.0134], [-3.4601, 1.8626, -2.9890], [-2.0298, 1.3822, -3.0008], [-1.5914, 1.7269, -4.4125], [-2.8891, 1.6376, -5.1869], [-3.9092, 2.0355, -4.2603], [-2.0139, 0.3049, -2.8207], [-1.4327, 1.9046, -2.2527], [-0.8114, 1.0724, -4.8024], [-1.2138, 2.7528, -4.4386], [-3.1030, 0.6196, -5.5245], [-2.8985, 2.3041, -6.0494], [-5.9232, 2.2600, 2.0003], [-6.9926, 2.1920, 1.4607], [-8.3247, 2.5240, 2.0865], [-9.3008, 1.8896, 1.1123], [-8.5431, 1.9607, -0.1970], [-7.1598, 1.8360, 0.1610], [-8.4371, 3.6094, 2.1283], [-8.4089, 2.0909, 3.0816], [-10.2710, 2.3856, 1.0759], [-9.4672, 0.8447, 1.3881], [-8.6852, 2.9162, -0.7089], [-8.8197, 1.1533, -0.8748], [7.4149, -3.1209, -8.1257], [7.3422, -1.9550, -7.8511], [8.4989, -1.0578, -7.4811], [7.7923, 0.1397, -6.8709], [6.4669, 0.1400, -7.6008], [6.1858, -1.2435, -7.8730], [9.0454, -0.7904, -8.3880], [9.1584, -1.5451, -6.7651], [8.3413, 1.0754, -6.9764], [7.6280, -0.0355, -5.8042], [6.5152, 0.6792, -8.5504], [5.6694, 0.5637, -6.9961], [-0.8377, -4.5248, 3.3616], [-0.6812, -5.6774, 3.0724], [-0.0118, -6.1954, 1.8231], [-0.4493, -7.6490, 1.8057], [-0.6288, -7.9510, 3.2787], [-1.0572, -6.7146, 3.8679], [1.0702, -6.0963, 1.9327], [-0.3592, -5.6590, 0.9419], [0.2587, -8.3156, 1.3128], [-1.4092, -7.7368, 1.2895], [0.3047, -8.2594, 3.7570], [-1.3832, -8.7188, 3.4505]],
  "forces_ev_per_angstrom": [[0.1, 0.6, -0.6], [-0.5, -1.8, -0.1], [0.1, 1.4, -0.5], [0.8, 0.8, 0.9], [0.2, -0.1, -1.1], [-1.0, -0.6, 1.7], [1.2, -0.1, -0.7], [-0.8, 0.1, -1.0], [0.6, 1.6, 0.0], [-1.8, -0.7, -0.6], [1.1, -0.3, 0.1], [-2.0, -1.2, 1.4], [3.7, 0.6, 1.1], [-1.8, -0.6, -0.9], [-1.1, -0.8, 2.1], [-0.7, 1.3, -2.2], [1.8, 2.4, -4.9], [-1.0, -0.2, 2.5], [-1.3, -1.1, 1.7], [1.8, -1.0, 1.0], [0.3, -0.2, -0.4], [-0.5, 0.2, -0.2], [-0.6, 0.6, 0.7], [1.2, -0.4, 0.4], [-0.1, -0.4, -1.2], [0.2, -0.5, 1.2], [0.2, 1.0, 0.4], [0.5, -0.2, -1.0], [-0.9, -0.9, 0.2], [0.7, 0.8, 0.9], [0.1, -1.0, -1.2], [-0.2, 0.7, -0.5], [-0.3, 0.2, 0.5], [-0.2, -0.4, 0.3], [0.4, 0.6, -0.1], [-0.3, -0.5, -0.2], [0.1, -0.2, -0.4], [0.0, -0.4, 0.0], [-0.1, 0.3, 0.0], [0.0, 0.1, -0.1], [0.3, 0.2, 0.3], [0.0, 0.0, 0.1], [0.0, 0.0, 0.1], [0.0, 0.0, 0.0], [0.0, 0.2, 0.2], [0.4, -0.1, 0.4], [-0.3, 0.1, -0.6], [0.2, 0.2, 0.5], [-0.4, 0.2, 0.4], [-0.1, -0.1, 0.5], [0.0, 0.2, -0.4], [0.0, 0.1, -0.1], [-0.1, -0.2, -0.3], [0.1, 0.0, 0.0], [0.0, -0.1, 0.0], [0.0, 0.0, 0.0], [0.1, -0.1, -0.2], [0.0, 0.6, 0.6], [-0.2, -0.2, -0.4], [0.5, 0.0, 0.3], [0.4, -0.1, -0.1], [0.3, 0.3, 0.1], [-0.2, -0.4, -0.1], [-0.1, -0.1, 0.0], [-0.3, 0.0, -0.2], [-0.1, 0.1, 0.1], [0.0, 0.1, -0.1], [0.0, 0.0, 0.0], [-0.3, 0.0, 0.0], [-0.1, 0.1, -0.5], [-0.1, -0.3, 0.6], [0.3, 0.4, -0.3], [0.5, -0.1, -0.1], [0.1, 0.0, -0.4], [-0.1, 0.1, 0.3], [0.0, 0.1, 0.1], [-0.3, -0.3, 0.1], [-0.1, 0.0, 0.0], [0.0, -0.1, 0.0], [0.0, 0.0, 0.0], [-0.2, 0.0, 0.1], [-0.1, -0.2, -0.4], [0.3, 0.4, 0.4], [-0.4, -0.4, -0.1], [-0.4, 0.0, 0.2], [-0.3, 0.0, -0.3], [0.2, 0.0, 0.3], [0.1, 0.0, 0.1], [0.2, 0.3, 0.0], [0.1, 0.0, -0.1], [0.0, 0.1, 0.0], [0.1, 0.0, 0.0], [0.3, 0.1, 0.0], [-0.4, 0.2, 0.1], [0.2, -0.5, -0.4], [-0.1, 0.3, 0.4], [0.3, 0.3, 0.2], [-0.2, 0.4, 0.1], [0.3, -0.4, 0.0], [0.0, -0.1, 0.0], [0.1, -0.2, -0.3], [-0.1, 0.0, 0.0], [0.0, 0.1, -0.1], [0.0, 0.0, 0.0], [0.0, -0.2, -0.2], [-0.3, -0.4, 0.2], [0.3, 0.7, 0.0], [-0.3, -0.4, -0.2], [0.1, -0.2, -0.4], [0.0, -0.4, 0.0], [-0.1, 0.3, -0.1], [0.0, 0.1, 0.0], [0.2, 0.2, 0.2], [0.0, 0.0, 0.1], [0.1, 0.0, 0.0], [0.0, 0.0, 0.0], [0.0, 0.2, 0.2]],
  "e_homo_ev": -9.35,
  "charge": 0,
  "fmax_ev_per_a": 5.7,
  "smiles": "NC(=O)CC[C@@H]1C[C@H](N=C=O)[C@@H](P(=O)(O)O)S(=O)(=O)O1.O=C1CCCO1.O=C1CCCO1.O=C1CCCO1.O=C1CCCO1.O=C1CCCO1.O=C1CCCO1.O=C1CCCO1",
  "gap_ha": 0.3320,
  "lumo_ev": -0.318
}

---

{
  "formula": "C21H18N4O3S",
  "method": "ωB97M-V/def2-TZVPD",
  "species": ["C", "O", "C", "C", "C", "C", "C", "O", "C", "S", "C", "N", "N", "C", "C", "C", "C", "C", "N", "C", "N", "C", "C", "C", "C", "C", "O", "C", "C", "H", "H", "H", "H", "H", "H", "H", "H", "H", "H", "H", "H", "H", "H", "H", "H", "H", "H"],
  "xyz": [[0.1891, 4.4123, 1.6527], [0.6983, 3.2153, 2.1997], [1.4016, 2.3741, 1.4048], [1.6140, 2.5505, 0.0389], [2.3427, 1.6152, -0.6680], [2.8502, 0.4752, -0.0470], [3.5446, -0.5122, -0.8960], [4.2136, -0.2016, -1.8505], [3.3972, -1.9922, -0.5536], [1.8196, -2.4622, 0.2240], [0.7733, -1.3920, -0.6551], [0.9323, -1.0050, -1.8904], [-0.0176, -0.1045, -2.1515], [-0.7508, 0.0574, -1.0792], [-1.8379, 1.0140, -0.9899], [-2.7038, 1.1854, -2.0698], [-3.6970, 2.1434, -1.9840], [-3.7830, 2.9048, -0.8265], [-2.9487, 2.7706, 0.1904], [-2.0043, 1.8530, 0.1122], [-0.2818, -0.7472, -0.0714], [-0.8544, -1.0766, 1.2144], [-1.7088, -2.2971, 1.0993], [-1.4139, -3.6236, 1.2118], [-2.6169, -4.3170, 0.9328], [-3.5462, -3.3610, 0.6659], [-3.0074, -2.1347, 0.7602], [2.6509, 0.3109, 1.3254], [1.9411, 1.2489, 2.0391], [0.9889, 5.0304, 1.2347], [-0.5666, 4.2169, 0.8862], [-0.2758, 4.9364, 2.4858], [1.2123, 3.4062, -0.4796], [2.5014, 1.7364, -1.7285], [4.1719, -2.2849, 0.1582], [3.5219, -2.5668, -1.4719], [-2.5797, 0.5719, -2.9487], [-4.3880, 2.3006, -2.7971], [-4.5435, 3.6647, -0.7066], [-1.3315, 1.8087, 0.9592], [-1.4608, -0.2386, 1.5596], [-0.0308, -1.2617, 1.9097], [-0.4618, -4.0452, 1.4602], [-2.7622, -5.3772, 0.9317], [-4.5845, -3.4200, 0.4075], [3.0705, -0.5399, 1.8405], [1.7863, 1.1402, 3.1012]],
  "forces_ev_per_angstrom": [[-0.1, 0.2, -0.1], [0.1, -0.3, 0.1], [0.2, -0.2, -0.1], [-0.2, 0.3, 0.2], [0.2, -0.4, 0.1], [0.0, 0.7, 0.0], [0.2, -0.2, 0.0], [0.0, 0.0, 0.0], [-0.2, -0.2, -0.1], [0.1, -0.4, 0.0], [-0.1, -0.1, 0.1], [0.6, -0.9, 0.2], [-0.8, 0.9, -0.3], [0.4, -0.2, 0.1], [-0.5, 0.4, 0.0], [0.1, 0.0, 0.2], [0.1, 0.0, 0.0], [-0.1, 0.0, -0.3], [-0.1, 0.3, 0.4], [0.2, -0.3, -0.2], [0.5, 0.3, -0.8], [-0.5, -0.3, 0.1], [0.6, -0.4, 0.4], [-0.1, 0.7, 0.1], [-0.5, 0.2, -0.2], [0.1, -0.9, 0.0], [0.0, 0.5, 0.0], [0.1, 0.1, -0.2], [-0.1, 0.2, 0.1], [0.0, 0.0, 0.0], [0.0, 0.0, 0.0], [0.0, 0.0, -0.1], [-0.1, 0.1, 0.0], [0.0, 0.0, -0.1], [0.0, 0.0, 0.0], [0.1, 0.2, 0.1], [0.0, -0.1, -0.1], [-0.1, 0.0, -0.1], [-0.1, 0.0, -0.1], [0.1, -0.1, 0.0], [0.2, -0.1, 0.1], [-0.1, 0.1, 0.0], [0.2, -0.1, 0.1], [-0.1, -0.2, 0.0], [-0.1, 0.1, 0.0], [0.0, -0.1, 0.1], [0.0, 0.0, 0.1]],
  "e_homo_ev": -8.56,
  "charge": 0,
  "fmax_ev_per_a": 1.3,
  "smiles": "COc1ccc(C(=O)CSc2nnc(-c3cccnc3)n2Cc2ccco2)cc1",
  "gap_ha": 0.3296,
  "lumo_ev": 0.410
}

---

{
  "formula": "C28H72N4O11",
  "method": "ωB97M-V/def2-TZVPD",
  "species": ["C", "O", "C", "C", "N", "C", "C", "O", "C", "H", "H", "H", "H", "H", "H", "H", "H", "H", "H", "H", "H", "H", "H", "H", "C", "O", "C", "C", "N", "C", "C", "O", "C", "H", "H", "H", "H", "H", "H", "H", "H", "H", "H", "H", "H", "H", "H", "H", "C", "O", "C", "C", "N", "C", "C", "O", "C", "H", "H", "H", "H", "H", "H", "H", "H", "H", "H", "H", "H", "H", "H", "H", "C", "O", "C", "C", "N", "C", "C", "O", "C", "H", "H", "H", "H", "H", "H", "H", "H", "H", "H", "H", "H", "H", "H", "H", "O", "C", "C", "O", "H", "H", "H", "H", "H", "H", "C", "C", "O", "H", "H", "H", "H", "H", "H"],
  "xyz": [[-3.3627, 1.0141, -0.4868], [-3.2707, 2.3311, -0.9738], [-1.9927, 2.8371, -0.9878], [-1.1807, 2.2081, -2.1438], [0.2543, 2.5741, -2.0688], [0.4633, 3.9631, -2.1698], [1.9473, 4.2541, -2.1658], [2.2253, 5.4391, -2.4628], [2.1253, 5.6081, -3.8308], [-3.1137, 0.2321, -1.1858], [-4.3787, 0.7441, -0.1538], [-2.8537, 0.7991, 0.3882], [-1.4417, 2.6111, -0.0868], [-2.1607, 3.8971, -1.1158], [-1.5877, 2.5541, -3.0978], [-1.2157, 1.1381, -2.0168], [0.7973, 2.1901, -2.8938], [0.0623, 4.5041, -1.3398], [0.0703, 4.2931, -3.1618], [2.6243, 3.5341, -2.6998], [2.2913, 4.2031, -1.1098], [2.6543, 6.5371, -4.0998], [1.0563, 5.8161, -4.1618], [2.5163, 4.8811, -4.5538], [0.2143, -0.6929, -0.4688], [-0.7017, -1.7039, -0.7878], [-1.0647, -2.4419, 0.3182], [-2.3387, -1.8549, 0.9512], [-2.7407, -2.7539, 1.9922], [-3.4767, -2.0299, 3.0132], [-4.8367, -1.4589, 2.6552], [-5.4947, -0.8609, 3.4472], [-5.0147, 0.4251, 3.6882], [0.4223, -0.1999, -1.4278], [1.0813, -1.0249, 0.0732], [-0.3387, 0.1281, 0.0772], [-0.2487, -2.7019, 0.9212], [-1.4217, -3.4169, -0.1328], [-3.0357, -1.6969, 0.0922], [-2.0787, -0.8809, 1.3122], [-1.9707, -3.1609, 2.4782], [-2.7957, -1.3289, 3.4202], [-3.5307, -2.7549, 3.7812], [-5.4287, -2.3309, 2.3572], [-4.7917, -1.0399, 1.6742], [-3.8897, 0.5291, 3.7612], [-5.4747, 0.7721, 4.5772], [-5.3537, 1.0781, 2.9232], [2.9343, -0.8789, -4.6318], [3.4013, -1.8089, -3.6858], [2.3183, -2.5109, -3.0178], [2.9613, -3.0809, -1.7328], [1.8833, -3.3249, -0.7648], [1.1993, -4.6139, -0.9378], [0.1163, -4.4809, -2.0078], [-1.0267, -4.9499, -1.7878], [-2.0587, -4.6049, -2.6998], [3.7233, -0.4189, -5.1818], [2.4283, -0.0909, -4.0678], [2.3153, -1.3819, -5.3648], [1.8853, -3.3009, -3.6588], [1.5863, -1.7459, -2.8408], [3.7483, -2.4329, -1.2568], [3.5863, -4.0019, -2.0228], [1.2743, -2.5099, -0.7818], [0.8383, -4.9839, 0.0252], [1.8453, -5.4309, -1.3018], [0.4383, -4.9149, -3.0238], [-0.0847, -3.4309, -2.0558], [-2.0237, -5.1749, -3.6038], [-2.0727, -3.5379, -2.9328], [-2.9527, -4.8619, -2.2208], [-2.3407, 6.6681, 0.9142], [-1.5447, 5.4631, 0.8252], [-0.3597, 5.5951, 1.5102], [0.3273, 4.3021, 1.6422], [-0.5027, 3.3551, 2.3762], [0.0923, 2.0451, 2.4212], [-0.7877, 1.0991, 3.2002], [-0.6957, -0.1099, 3.1612], [0.6053, -0.6539, 3.4132], [-2.6637, 6.8111, 1.9262], [-3.2497, 6.6501, 0.3582], [-1.7647, 7.5721, 0.6482], [-0.5847, 5.9431, 2.5162], [0.3583, 6.2621, 1.0182], [1.1413, 4.4981, 2.3632], [0.7103, 3.9351, 0.7452], [-1.3277, 3.1581, 1.8312], [1.0953, 2.0551, 2.7692], [0.1203, 1.7091, 1.4202], [-1.8407, 1.3191, 2.8942], [-0.7677, 1.3911, 4.2922], [0.5273, -1.7129, 3.4532], [0.8973, -0.3559, 4.4012], [1.3623, -0.4029, 2.6572], [2.1533, -3.3089, 2.0262], [2.0133, -4.6589, 2.4532], [3.1023, -5.5559, 2.1342], [2.7973, -6.7849, 2.7612], [2.0493, -3.2929, 1.0592], [1.8243, -4.6239, 3.5562], [1.1443, -5.1109, 2.0322], [4.0853, -5.1919, 2.4132], [3.1713, -5.5809, 1.0572], [3.3613, -7.5239, 2.5132], [3.8023, 0.1491, -0.1158], [3.0623, 1.0071, -1.0508], [2.1503, 1.7161, -0.2308], [4.5733, -0.3519, -0.6528], [3.2303, -0.6379, 0.3732], [4.4403, 0.6681, 0.6132], [2.4913, 0.4611, -1.8108], [3.7333, 1.6951, -1.6308], [1.5183, 2.0431, -0.8158]],
  "forces_ev_per_angstrom": [[-2.1, -0.5, -0.9], [-1.4, -1.1, 0.5], [0.9, -0.1, -1.3], [0.8, 0.8, 0.3], [0.1, -1.9, -0.8], [0.6, 0.6, -1.9], [0.0, -6.6, 4.6], [2.0, 6.8, -3.2], [-1.2, 3.3, -2.5], [0.4, -0.1, -0.7], [-0.1, 0.7, -0.6], [1.8, 0.3, 1.8], [0.2, 0.1, 0.7], [0.6, 0.3, 0.1], [-0.3, -0.3, -0.1], [-0.3, -0.4, -0.3], [-1.2, 0.0, 1.2], [-0.7, 0.4, 0.3], [-0.3, 0.4, 0.8], [-0.9, -0.2, 0.0], [-0.3, -0.9, -0.2], [-0.1, -0.2, 0.2], [1.0, -0.4, 0.4], [0.2, -0.7, 0.9], [-2.1, 2.5, -0.7], [1.1, 0.5, -0.9], [-3.6, -2.0, -1.8], [1.9, -0.6, -1.0], [-2.0, 0.6, -0.8], [0.6, -0.6, 0.6], [5.4, -9.1, -9.3], [-5.9, 6.8, 9.3], [1.1, 0.8, 0.6], [0.6, -0.3, 0.3], [0.4, 0.1, 0.3], [0.9, -0.8, 0.1], [1.2, 0.1, 1.5], [0.4, 0.7, 0.7], [0.1, -0.5, 0.9], [0.0, 0.8, 0.6], [0.7, -0.2, -0.1], [0.5, 1.5, 0.5], [-0.9, -0.7, 1.3], [0.1, -0.8, 0.0], [0.6, 1.4, -1.3], [-1.2, -0.5, 0.0], [-0.2, 0.3, 1.1], [-0.2, 0.7, -1.1], [-0.5, -0.4, 0.7], [0.1, -0.7, -0.1], [2.6, 0.6, -0.5], [0.6, -0.4, -0.3], [1.5, -1.3, 0.2], [-0.3, -0.5, -0.4], [5.1, 2.4, -3.0], [-7.7, -4.3, 2.3], [1.1, 0.4, 0.5], [1.0, 0.1, -0.1], [-0.5, 0.2, -0.4], [-0.6, 0.1, -0.2], [0.2, 0.3, 0.2], [-0.8, 0.2, 0.6], [-1.0, 0.0, -0.8], [-1.3, 0.9, 0.7], [-0.2, -0.9, -0.3], [-0.5, 0.2, -0.2], [0.5, 0.7, 0.4], [0.6, 0.9, 0.8], [1.0, 1.4, -1.0], [0.5, -0.4, -0.8], [0.3, 0.1, 0.1], [-1.4, -0.3, 0.8], [1.3, 0.0, 0.4], [-2.0, 0.9, -1.3], [0.6, 0.7, 0.5], [-0.1, -0.3, 3.1], [-0.4, 0.0, 0.1], [-0.3, -0.4, -0.1], [-3.0, 10.6, 2.6], [2.5, -11.8, -1.9], [-0.4, 0.2, -0.2], [0.0, 0.0, 0.9], [-0.3, -0.6, -0.9], [0.0, -0.4, -0.2], [0.2, 0.4, 0.3], [-0.2, 0.5, -0.1], [0.3, 0.0, -0.7], [0.8, -0.8, -1.8], [-0.6, 0.7, 0.0], [1.0, 0.2, 0.5], [0.5, -1.0, -1.4], [0.3, 0.5, 0.1], [0.1, 0.8, -0.3], [-0.2, -0.9, -0.3], [0.5, 0.6, 0.6], [-0.3, 0.2, 0.2], [0.1, -0.4, 0.4], [-1.5, 1.9, 2.1], [2.1, -0.8, -0.5], [-0.4, -0.4, 0.1], [0.3, 0.0, -0.4], [0.3, -0.1, -0.7], [-1.1, -0.3, -0.3], [0.2, 0.3, 0.6], [-0.1, -0.6, -0.8], [0.1, 0.4, -0.2], [1.8, -1.0, 0.4], [-0.4, 1.2, 0.0], [1.9, -0.7, 1.4], [0.6, -0.8, -0.8], [-0.3, 0.3, 0.1], [-0.8, 0.4, 0.1], [0.2, -0.4, 0.0], [-0.3, -0.4, 0.6], [-2.5, 1.2, -1.5]],
  "e_homo_ev": -8.54,
  "charge": 0,
  "fmax_ev_per_a": 14.1,
  "smiles": "COCCNCCOC.COCCNCCOC.COCCNCCOC.COCCNCCOC.OCCO.CCO",
  "gap_ha": 0.3283,
  "lumo_ev": 0.392
}